[1]
DFT (ωB97M-V with the def2-TZVPD basis set) results for a 2-piece molecular cluster, C4H13NO2P overall.

Output
E, eV: -19223.8899
HOMO, eV: -14.076
Maximum force, eV Å⁻¹: 4.03
Frontier orbital gap, hartree: 0.3738
E_LUMO, eV: -3.90
Energy relative to the best compared isomer or geometry (same formula, charge and spin), eV: 1.901
Net charge: +1

Geometry (Å):
1 C 1.173 -0.112 1.261
2 C 2.764 0.616 -0.616
3 C -3.172 -1.102 0.537
4 C 0.497 -0.380 -0.984
5 N 1.387 0.453 -0.140
6 O -1.191 2.138 0.038
7 O -2.198 -0.048 0.680
8 P -1.633 0.851 -0.474
9 H 1.300 -1.188 1.241
10 H 1.964 0.300 1.911
11 H 0.062 0.041 1.664
12 H 3.297 -0.370 -0.959
13 H 2.785 1.250 -1.440
14 H 3.343 0.965 0.168
15 H -3.020 -1.500 -0.370
16 H -4.153 -0.656 0.374
17 H -3.166 -1.815 1.388
18 H 0.531 -1.415 -0.719
19 H 1.027 -0.246 -1.994
20 H 0.984 1.494 -0.099
21 H -2.580 0.724 -1.464



[2]
DFT (ωB97M-V with the def2-TZVPD basis set) results for a 2-piece molecular cluster, C4H13NO2S overall.

Output
E, eV: -20778.4524
HOMO, eV: -8.726
Maximum force, eV Å⁻¹: 1.83
Frontier orbital gap, hartree: 0.3421
SMILES: OCNCCCS.O
E_LUMO, eV: 0.58
Energy relative to the best compared isomer or geometry (same formula, charge and spin), eV: 0.767

Geometry (Å):
1 C 0.223 0.188 -1.013
2 N 1.121 0.236 0.168
3 C 1.554 1.557 0.553
4 O 0.650 2.213 1.441
5 C -0.791 -0.946 -0.887
6 C -0.424 -2.415 -1.113
7 S 0.888 -3.045 -0.064
8 H 0.943 0.007 -1.819
9 H -0.281 1.145 -1.171
10 H 0.606 -0.119 0.964
11 H 2.481 1.537 1.120
12 H 1.631 2.145 -0.367
13 H -0.172 2.442 0.993
14 H -1.067 -0.879 0.169
15 H -1.733 -0.710 -1.389
16 H -1.352 -2.954 -0.943
17 H -0.164 -2.585 -2.162
18 H 1.903 -2.186 -0.235
19 H -1.562 1.799 2.464
20 H -2.489 0.885 1.698
21 O -1.965 1.686 1.595



[3]
DFT (ωB97M-V with the def2-TZVPD basis set) results for a 2-piece molecular cluster, C4H13NO2S overall.

Output
E, eV: -20776.2001
HOMO, eV: -8.939
Maximum force, eV Å⁻¹: 5.44
Frontier orbital gap, hartree: 0.3485
SMILES: CN[C@H](CO)CS.O
E_LUMO, eV: 0.54
Energy relative to the best compared isomer or geometry (same formula, charge and spin), eV: 3.020

Geometry (Å):
1 C 1.343 -1.784 -0.019
2 N 1.285 -0.453 -0.542
3 C -0.042 0.157 -0.246
4 C -0.978 -0.816 -1.083
5 S -2.676 -0.079 -1.138
6 C -0.405 0.372 1.208
7 O 0.522 1.158 1.877
8 H 1.212 -2.721 -0.461
9 H 2.334 -2.028 0.383
10 H 0.896 -1.880 1.066
11 H 1.445 -0.386 -1.575
12 H -0.192 1.274 -0.801
13 H -1.092 -1.938 -0.671
14 H -0.614 -0.762 -2.184
15 H -2.441 1.214 -0.996
16 H -1.398 1.016 1.295
17 H -0.552 -0.633 1.864
18 H 1.367 1.406 1.422
19 H 2.801 0.948 -0.079
20 H 3.157 0.727 1.504
21 O 2.902 1.420 0.882



[4]
DFT (ωB97M-V with the def2-TZVPD basis set) results for a 3-piece molecular cluster, C4H13NO3 overall.

Output
E, eV: -11990.5582
HOMO, eV: -9.760
Maximum force, eV Å⁻¹: 1.92
Frontier orbital gap, hartree: 0.3818
SMILES: CC[C@H](N)C=O.O.O
E_LUMO, eV: 0.63
Energy relative to the best compared isomer or geometry (same formula, charge and spin), eV: 1.913

Geometry (Å):
1 O -0.615 -2.203 -0.979
2 C -0.100 -1.148 -1.223
3 C -0.099 -0.019 -0.197
4 C -0.938 1.165 -0.769
5 C -1.922 0.863 -1.892
6 N 1.294 0.343 0.068
7 H 0.401 -0.941 -2.186
8 H -0.482 -0.433 0.722
9 H -0.287 1.958 -1.151
10 H -1.434 1.609 0.100
11 H -1.474 0.319 -2.720
12 H -2.809 0.357 -1.603
13 H -2.263 1.778 -2.382
14 H 1.322 1.260 0.495
15 H 1.954 0.410 -0.675
16 H -1.025 -2.987 2.285
17 H -0.432 -1.808 3.181
18 O -1.220 -2.211 2.816
19 H 3.212 0.427 2.816
20 H 3.283 0.441 1.243
21 O 3.633 0.821 2.050



[5]
DFT (ωB97M-V with the def2-TZVPD basis set) results for a 3-piece molecular cluster, C4H13NO3 overall.

Output
E, eV: -11989.8683
HOMO, eV: -9.593
Maximum force, eV Å⁻¹: 6.05
Frontier orbital gap, hartree: 0.3775
SMILES: CC(=O)N(C)C.O.O
E_LUMO, eV: 0.68
Energy relative to the best compared isomer or geometry (same formula, charge and spin), eV: 2.603

Geometry (Å):
1 C 1.880 0.154 1.945
2 C 0.919 0.005 0.722
3 N -0.150 -0.971 0.997
4 C 0.039 -2.236 1.738
5 C -0.971 -1.227 -0.230
6 O 1.004 0.769 -0.164
7 H 1.347 -0.224 2.793
8 H 2.654 -0.567 2.110
9 H 2.472 1.118 1.865
10 H 0.438 -3.103 1.202
11 H -0.878 -2.487 2.327
12 H 0.663 -2.159 2.576
13 H -1.386 -0.302 -0.809
14 H -0.283 -1.772 -1.023
15 H -1.692 -2.003 -0.005
16 H -0.504 1.104 -3.372
17 H -0.373 0.552 -1.943
18 O -1.077 0.917 -2.565
19 H -1.862 4.613 -2.538
20 H -1.188 3.462 -2.735
21 O -1.054 4.356 -2.892



[6]
DFT (ωB97M-V with the def2-TZVPD basis set) results for a 4-piece molecular cluster, C4H13NO3 overall.

Output
E, eV: -11989.9998
HOMO, eV: -8.321
Maximum force, eV Å⁻¹: 1.10
Frontier orbital gap, hartree: 0.3275
SMILES: C=CC(=C)N.O.O.O
E_LUMO, eV: 0.59
Energy relative to the best compared isomer or geometry (same formula, charge and spin), eV: 2.472

Geometry (Å):
1 N -0.732 -0.098 -0.508
2 C -1.991 -0.409 0.001
3 C -2.944 -0.975 -0.755
4 C -1.703 1.024 2.053
5 C -2.299 0.067 1.362
6 H -0.369 0.821 -0.332
7 H -0.532 -0.450 -1.433
8 H -3.893 -1.309 -0.364
9 H -2.720 -1.255 -1.778
10 H -2.003 1.260 3.066
11 H -0.851 1.615 1.739
12 H -3.214 -0.373 1.745
13 H 1.663 -0.427 1.286
14 H 2.703 -1.145 2.083
15 O 2.355 -1.075 1.177
16 H 0.495 -1.206 -3.755
17 H 1.381 -1.247 -4.965
18 O 0.475 -1.096 -4.711
19 H 5.331 1.635 1.576
20 H 4.442 2.752 1.040
21 O 4.407 1.889 1.474



[7]
DFT (ωB97M-V with the def2-TZVPD basis set) results for a 3-piece molecular cluster, C4H13NO3 overall.

Output
E, eV: -11990.0921
HOMO, eV: -8.960
Maximum force, eV Å⁻¹: 1.22
Frontier orbital gap, hartree: 0.3373
SMILES: CN(C)CC=O.O.O
E_LUMO, eV: 0.22
Energy relative to the best compared isomer or geometry (same formula, charge and spin), eV: 2.379

Geometry (Å):
1 C 0.192 -2.454 1.265
2 N -0.208 -1.098 0.887
3 C -0.302 -0.258 2.072
4 C -1.377 -1.079 0.044
5 C -1.020 -1.322 -1.417
6 O -1.866 -1.710 -2.180
7 H 1.175 -2.709 0.879
8 H 0.276 -2.605 2.346
9 H -0.532 -3.201 0.934
10 H 0.692 -0.040 2.464
11 H -0.849 -0.738 2.869
12 H -0.822 0.683 1.901
13 H -1.859 -0.098 0.110
14 H -2.195 -1.753 0.327
15 H 0.022 -1.127 -1.677
16 H 0.668 0.939 -0.277
17 H 1.012 1.626 -1.708
18 O 0.461 1.028 -1.211
19 H 2.874 4.393 -0.130
20 H 3.091 5.172 1.184
21 O 2.963 5.271 0.236



[8]
DFT (ωB97M-V with the def2-TZVPD basis set) results for a 3-piece molecular cluster, C4H13NO3 overall.

Output
E, eV: -11990.7445
HOMO, eV: -9.776
Maximum force, eV Å⁻¹: 0.86
Frontier orbital gap, hartree: 0.3940
SMILES: NC=O.COC.CO
E_LUMO, eV: 0.95
Energy relative to the best compared isomer or geometry (same formula, charge and spin), eV: 1.727

Geometry (Å):
1 C 0.993 -1.598 1.307
2 C -2.039 -0.461 0.531
3 N 1.786 -0.539 1.514
4 O -1.024 0.282 1.162
5 O 0.720 -2.052 0.219
6 H 0.938 -0.634 -0.930
7 H 0.660 -2.086 2.239
8 H 1.795 -0.087 2.410
9 H 1.996 0.037 0.706
10 H -2.007 -0.334 -0.556
11 H -1.861 -1.509 0.773
12 H -3.030 -0.159 0.895
13 C 0.970 0.313 -2.631
14 C -0.979 1.624 0.732
15 O 1.211 0.251 -1.251
16 H -0.094 0.262 -2.855
17 H 1.468 -0.509 -3.162
18 H 1.374 1.263 -3.005
19 H -0.567 1.704 -0.283
20 H -0.331 2.158 1.428
21 H -1.978 2.075 0.756



[9]
DFT (ωB97M-V with the def2-TZVPD basis set) results for a 4-piece molecular cluster, C4H13NO3 overall.

Output
E, eV: -11989.9285
HOMO, eV: -7.943
Maximum force, eV Å⁻¹: 1.90
Frontier orbital gap, hartree: 0.3063
SMILES: C=C/C=C/N.O.O.O
E_LUMO, eV: 0.39
Energy relative to the best compared isomer or geometry (same formula, charge and spin), eV: 2.543

Geometry (Å):
1 N 0.577 -0.176 1.630
2 C 0.653 0.714 0.596
3 C 1.704 0.897 -0.258
4 C 1.600 2.066 -1.125
5 C 1.336 3.260 -0.597
6 H -0.341 -0.464 1.919
7 H 1.364 -0.725 1.920
8 H -0.361 1.048 0.313
9 H 2.603 0.318 -0.268
10 H 1.649 1.940 -2.210
11 H 1.305 4.143 -1.218
12 H 1.094 3.602 0.387
13 H 0.266 -1.099 -0.608
14 H -0.242 -1.470 -1.886
15 O -0.594 -1.351 -0.991
16 H -1.883 -3.993 0.608
17 H -0.978 -3.002 -0.097
18 O -1.000 -3.612 0.661
19 H -2.091 -0.643 -0.037
20 H -3.478 -0.169 -0.511
21 O -2.798 0.004 0.149



[10]
DFT (ωB97M-V with the def2-TZVPD basis set) results for a 3-piece molecular cluster, C4H13NO3 overall.

Output
E, eV: -11990.4867
HOMO, eV: -9.184
Maximum force, eV Å⁻¹: 1.67
Frontier orbital gap, hartree: 0.3576
SMILES: CNCCC=O.O.O
E_LUMO, eV: 0.55
Energy relative to the best compared isomer or geometry (same formula, charge and spin), eV: 1.985

Geometry (Å):
1 C -0.511 -2.150 0.829
2 N -0.521 -0.881 0.100
3 C -1.248 0.193 0.798
4 C -0.393 0.936 1.818
5 C 0.844 1.597 1.297
6 O 0.965 1.836 0.121
7 H -1.012 -2.916 0.229
8 H -1.004 -2.103 1.778
9 H 0.498 -2.517 1.041
10 H 0.400 -0.549 -0.144
11 H -2.098 -0.242 1.324
12 H -1.662 0.873 0.059
13 H -1.099 1.683 2.201
14 H -0.209 0.372 2.740
15 H 1.525 2.041 2.044
16 H 1.900 1.317 -3.002
17 H 0.521 1.783 -2.213
18 O 1.042 1.742 -3.024
19 H 0.691 -0.664 -3.376
20 H 0.352 -1.138 -1.962
21 O 1.018 -1.214 -2.657



[11]
DFT (ωB97M-V with the def2-TZVPD basis set) results for a 4-piece molecular cluster, C4H13NO6 overall.

Output
E, eV: -18133.6412
HOMO, eV: -10.457
Maximum force, eV Å⁻¹: 5.05
Frontier orbital gap, hartree: 0.3969
SMILES: NC(=O)CCC(=O)O.O.O.O
E_LUMO, eV: 0.34
Energy relative to the best compared isomer or geometry (same formula, charge and spin), eV: 1.757

Geometry (Å):
1 O -1.098 0.668 2.829
2 C -0.552 0.143 1.858
3 O -1.235 0.222 0.682
4 C 0.757 -0.536 1.637
5 C 2.006 0.358 1.253
6 C 1.785 0.994 -0.125
7 N 2.607 0.793 -1.139
8 O 0.964 1.881 -0.358
9 H -2.189 0.306 0.765
10 H 0.392 -1.407 0.885
11 H 1.110 -1.062 2.562
12 H 2.929 -0.223 1.244
13 H 2.074 1.197 1.980
14 H 2.173 1.172 -2.103
15 H 3.391 0.147 -1.287
16 H -1.062 -1.220 -0.565
17 H -1.600 -2.643 -0.452
18 O -0.816 -2.127 -0.762
19 H -0.507 1.324 -0.941
20 H -0.638 0.858 -2.430
21 O -1.147 1.041 -1.663
22 H -2.449 -0.935 -1.675
23 H -3.506 -0.016 -0.978
24 O -3.387 -0.934 -1.219



[12]
DFT (ωB97M-V with the def2-TZVPD basis set) results for a 2-piece molecular cluster, C4H13NOP2 overall.

Output
E, eV: -26471.5801
HOMO (spin up / spin down), eV: -7.211 / -8.352
Maximum force, eV Å⁻¹: 1.71
Frontier orbital gap (spin up / spin down), hartree: 0.2599 / 0.3002
E_LUMO (spin up / spin down), eV: -0.14 / -0.18
Energy relative to the best compared isomer or geometry (same formula, charge and spin), eV: 1.317

Geometry (Å):
1 C 3.279 0.213 0.228
2 C -4.120 -0.295 -0.658
3 C 1.825 0.480 0.585
4 C 1.148 -0.761 1.172
5 N -0.278 -0.588 1.273
6 O -2.518 1.488 0.602
7 P -1.310 -1.030 0.060
8 P -3.088 -0.076 0.872
9 H 3.353 -0.639 -0.444
10 H 3.712 1.076 -0.270
11 H 3.860 0.000 1.121
12 H -4.210 -1.360 -0.851
13 H -3.650 0.207 -1.504
14 H -5.114 0.123 -0.499
15 H 1.270 0.770 -0.311
16 H 1.760 1.302 1.299
17 H 1.333 -1.618 0.521
18 H 1.558 -0.985 2.162
19 H -0.588 0.030 2.012
20 H -3.050 2.147 1.052
21 H -2.438 -3.130 0.975